Here is a single C12H12 molecule in a non-equilibrium geometry from the OMol25 dataset. Energies are from ωB97M-V with the def2-TZVPD basis set.

Computed properties:
- DFT total energy (hartree) = -464.3255
- SMILES = CC1=CCc2ccccc2C=C1
- HOMO-LUMO gap (eV) = 8.676
- energy above the lowest of the compared OMol25 structures with the same formula, charge and spin (kcal per mole) = 91.98
- HOMO energy (eV) = -8.16
- E_LUMO (eV) = 0.5

Each line ends with the natural charge from an NBO analysis.
Positions of all 24 atoms, in Å:
C (0.96, -2.43, -0.98)  -0.6539
C (-0.31, -1.70, -1.39)  0.0000
C (-1.45, -1.51, -0.63)  -0.2028
C (-1.21, -1.19, 0.81)  -0.4508
C (-0.44, 0.21, 0.79)  0.0001
C (-0.44, 0.75, 2.05)  -0.1937
C (0.33, 1.88, 2.33)  -0.1943
C (0.66, 2.72, 1.28)  -0.2414
C (0.53, 2.27, -0.01)  -0.1590
C (0.06, 0.96, -0.31)  -0.1046
C (0.18, 0.68, -1.79)  -0.1838
C (-0.08, -0.56, -2.33)  -0.1935
H (0.73, -3.45, -0.99)  0.2255
H (1.28, -2.01, 0.08)  0.2221
H (1.74, -2.28, -1.72)  0.2202
H (-2.23, -0.95, -1.15)  0.1998
H (-0.60, -1.92, 1.41)  0.2253
H (-2.07, -1.13, 1.39)  0.2183
H (-1.08, 0.35, 2.91)  0.2140
H (0.53, 2.16, 3.31)  0.2067
H (1.34, 3.53, 1.51)  0.2159
H (0.82, 2.98, -0.91)  0.2079
H (0.66, 1.52, -2.31)  0.2167
H (0.09, -0.87, -3.36)  0.2051